# 1
Below is a 2-piece molecular cluster, C3H8N2OS overall at a distorted geometry, with properties calculated with ωB97M-V with the def2-TZVPD basis set.

energy above the lowest of the compared OMol25 structures with the same formula, charge and spin	159.1	kcal/mol
Kohn-Sham gap	7.6	eV
lowest unoccupied orbital energy	-0.93	eV

Structure (ORCA input):
```
! wB97M-V def2-TZVPD RIJCOSX def2/J DEFGRID3
* xyz 0 1
C -0.190 0.118 -1.848
C -0.706 -0.773 0.322
C -0.371 0.372 1.046
H 2.453 1.720 -2.488
H 1.098 1.785 -3.437
H -0.717 0.011 -2.920
H -1.593 -1.343 0.681
H 0.196 -1.705 0.381
H 0.603 0.760 0.629
H -1.262 1.087 1.090
H 0.545 -2.131 1.991
N 1.590 1.221 -2.794
N 1.047 0.510 -1.617
O -1.073 -0.396 -0.969
S -0.225 -0.465 2.849
*
```

Partial charges, Löwdin, in e: number 1, C, carries -0.24; number 2, C, carries -0.50; number 3, C, carries -0.50; number 4, H, carries 0.08; number 5, H, carries 0.04; number 6, H, carries 0.18; number 7, H, carries 0.11; number 8, H, carries 0.13; number 9, H, carries 0.08; number 10, H, carries 0.12; number 11, H, carries 0.13; number 12, N, carries -0.05; number 13, N, carries 0.00; number 14, O, carries -0.10; number 15, S, carries 0.50

# 2
Below is a 2-piece molecular cluster, C6H6 overall at a distorted geometry, with properties calculated with ωB97M-V with the def2-TZVPD basis set.

energy above the lowest of the compared OMol25 structures with the same formula, charge and spin	180.9	kcal/mol
Kohn-Sham gap (spin up / spin down)	7.8 / 7.2	eV
lowest unoccupied orbital energy (spin up / spin down)	-1.49 / -1.77	eV

Structure (ORCA input):
```
! wB97M-V def2-TZVPD RIJCOSX def2/J DEFGRID3
* xyz 0 1
C -2.978 0.296 -0.311
C 1.412 2.108 -0.241
C -1.929 0.324 0.266
C 1.048 1.038 0.186
C 0.875 -1.440 -0.112
C 0.616 -0.190 0.639
H -3.966 0.359 -0.680
H 1.720 3.059 -0.565
H 0.062 -2.150 0.019
H 1.785 -1.895 0.291
H 1.027 -1.244 -1.170
H 0.329 -0.265 1.678
*
```

Partial charges, Löwdin, in e: number 1, C, carries -0.13; number 2, C, carries 0.19; number 3, C, carries -0.07; number 4, C, carries -0.16; number 5, C, carries -0.08; number 6, C, carries -0.13; number 7, H, carries -0.03; number 8, H, carries 0.04; number 9, H, carries 0.09; number 10, H, carries 0.10; number 11, H, carries 0.09; number 12, H, carries 0.10

# 3
Below is a 7-piece molecular cluster, C37H55F4INO20 overall at a distorted geometry, with properties calculated with ωB97M-V with the def2-TZVPD basis set.

energy above the lowest of the compared OMol25 structures with the same formula, charge and spin	0.0	kcal/mol
Kohn-Sham gap (spin up / spin down)	8.3 / 9.6	eV
lowest unoccupied orbital energy (spin up / spin down)	-0.31 / -0.31	eV

Structure (ORCA input):
```
! wB97M-V def2-TZVPD RIJCOSX def2/J DEFGRID3
* xyz 0 2
C -1.848 -1.261 1.220
C -1.098 -0.804 -0.030
C -0.542 -2.035 -0.729
C 0.018 0.152 0.416
C 0.423 1.299 -0.532
C 1.929 1.245 -0.847
C 2.421 -0.070 -1.357
O 2.715 -1.061 -0.645
I 2.765 -0.221 -3.498
C 0.259 2.599 0.257
F 0.962 2.517 1.437
F 0.771 3.667 -0.436
C -1.215 2.929 0.599
F -1.740 3.711 -0.398
F -1.260 3.636 1.771
C -0.412 1.484 -1.835
C -1.629 0.569 -2.101
C -1.345 -0.442 -3.201
C -2.782 1.443 -2.574
N -2.083 -0.103 -0.869
O -2.993 0.511 -0.215
H -2.779 -1.737 0.961
H -2.069 -0.412 1.844
H -1.230 -1.930 1.797
H -1.333 -2.531 -1.275
H 0.249 -1.814 -1.427
H -0.162 -2.727 0.003
H -0.264 0.559 1.374
H 0.894 -0.444 0.608
H 2.500 1.462 0.042
H 2.153 2.010 -1.574
H -1.821 2.040 0.721
H 0.257 1.391 -2.674
H -0.767 2.498 -1.866
H -0.567 -1.144 -2.955
H -2.252 -0.958 -3.473
H -1.002 0.112 -4.062
H -2.895 2.289 -1.919
H -3.706 0.894 -2.607
H -2.560 1.822 -3.563
C -7.082 1.796 2.420
C -5.868 1.125 3.006
C -5.122 0.198 2.074
O -4.544 -0.751 2.994
C -5.326 -0.797 4.095
O -5.229 -1.603 4.958
O -6.228 0.209 4.069
H -7.578 2.414 3.168
H -6.792 2.425 1.579
H -7.798 1.050 2.074
H -5.187 1.867 3.433
H -4.343 0.681 1.492
H -5.795 -0.336 1.400
C 6.142 -4.500 -0.033
C 6.606 -3.182 -0.595
C 5.731 -2.587 -1.676
O 6.676 -1.823 -2.447
C 7.891 -2.389 -2.292
O 8.856 -2.114 -2.923
O 7.856 -3.317 -1.311
H 6.844 -4.871 0.711
H 5.168 -4.380 0.440
H 6.062 -5.245 -0.826
H 6.769 -2.461 0.210
H 4.946 -1.940 -1.296
H 5.292 -3.351 -2.321
C -5.273 6.988 -1.688
C -4.888 5.532 -1.693
C -5.313 4.757 -2.924
O -5.458 3.423 -2.416
C -5.730 3.517 -1.091
O -6.074 2.607 -0.411
O -5.569 4.785 -0.663
H -4.971 7.466 -0.757
H -4.785 7.498 -2.519
H -6.353 7.103 -1.785
H -3.814 5.417 -1.514
H -4.580 4.769 -3.726
H -6.280 5.093 -3.305
C -0.572 7.435 4.233
C -2.071 7.548 4.135
C -2.845 6.290 4.464
O -4.023 6.440 3.656
C -3.711 7.222 2.600
O -4.420 7.413 1.669
O -2.491 7.777 2.772
H -0.095 8.370 3.943
H -0.279 7.201 5.256
H -0.204 6.651 3.571
H -2.436 8.389 4.732
H -3.118 6.203 5.512
H -2.319 5.393 4.145
C -2.116 -6.408 -0.162
C -2.731 -6.109 -1.504
C -2.299 -7.009 -2.642
O -2.427 -6.142 -3.781
C -2.286 -4.868 -3.353
O -2.161 -3.923 -4.056
O -2.300 -4.825 -2.000
H -2.452 -5.689 0.585
H -2.401 -7.406 0.169
H -1.029 -6.349 -0.218
H -3.822 -6.082 -1.429
H -2.923 -7.888 -2.770
H -1.253 -7.310 -2.551
C 12.657 -5.764 0.317
C 11.154 -5.673 0.352
C 10.579 -4.276 0.270
O 9.347 -4.422 0.994
C 9.488 -5.437 1.874
O 8.708 -5.701 2.726
O 10.632 -6.111 1.627
H 12.983 -6.798 0.419
H 13.034 -5.373 -0.627
H 13.093 -5.195 1.138
H 10.711 -6.312 -0.417
H 10.376 -3.937 -0.742
H 11.201 -3.543 0.789
*
```

Atomic partial charges in e from the Löwdin method, atoms 1 to 99: number 1, C, carries -0.02; number 2, C, carries -0.44; number 3, C, carries -0.01; number 4, C, carries -0.03; number 5, C, carries -0.27; number 6, C, carries -0.15; number 7, C, carries -0.73; number 8, O, carries -0.05; number 9, I, carries 0.87; number 10, C, carries -0.40; number 11, F, carries 0.10; number 12, F, carries 0.11; number 13, C, carries -0.24; number 14, F, carries 0.07; number 15, F, carries 0.08; number 16, C, carries -0.02; number 17, C, carries -0.44; number 18, C, carries -0.02; number 19, C, carries -0.02; number 20, N, carries -0.08; number 21, O, carries -0.04; number 22, H, carries 0.10; number 23, H, carries 0.07; number 24, H, carries 0.10; number 25, H, carries 0.08; number 26, H, carries 0.06; number 27, H, carries 0.09; number 28, H, carries 0.12; number 29, H, carries 0.12; number 30, H, carries 0.14; number 31, H, carries 0.10; number 32, H, carries 0.14; number 33, H, carries 0.08; number 34, H, carries 0.11; number 35, H, carries 0.04; number 36, H, carries 0.09; number 37, H, carries 0.09; number 38, H, carries 0.06; number 39, H, carries 0.10; number 40, H, carries 0.10; number 41, C, carries -0.02; number 42, C, carries -0.31; number 43, C, carries -0.09; number 44, O, carries 0.04; number 45, C, carries -0.58; number 46, O, carries 0.16; number 47, O, carries 0.08; number 48, H, carries 0.09; number 49, H, carries 0.06; number 50, H, carries 0.09; number 51, H, carries 0.16; number 52, H, carries 0.10; number 53, H, carries 0.15; number 54, C, carries -0.01; number 55, C, carries -0.31; number 56, C, carries -0.09; number 57, O, carries 0.06; number 58, C, carries -0.58; number 59, O, carries 0.16; number 60, O, carries 0.06; number 61, H, carries 0.07; number 62, H, carries 0.09; number 63, H, carries 0.09; number 64, H, carries 0.16; number 65, H, carries 0.10; number 66, H, carries 0.14; number 67, C, carries -0.01; number 68, C, carries -0.32; number 69, C, carries -0.09; number 70, O, carries 0.05; number 71, C, carries -0.56; number 72, O, carries 0.15; number 73, O, carries 0.10; number 74, H, carries 0.07; number 75, H, carries 0.09; number 76, H, carries 0.09; number 77, H, carries 0.15; number 78, H, carries 0.14; number 79, H, carries 0.14; number 80, C, carries -0.02; number 81, C, carries -0.32; number 82, C, carries -0.09; number 83, O, carries 0.07; number 84, C, carries -0.56; number 85, O, carries 0.16; number 86, O, carries 0.08; number 87, H, carries 0.09; number 88, H, carries 0.09; number 89, H, carries 0.09; number 90, H, carries 0.16; number 91, H, carries 0.14; number 92, H, carries 0.13; number 93, C, carries -0.02; number 94, C, carries -0.32; number 95, C, carries -0.09; number 96, O, carries 0.07; number 97, C, carries -0.57; number 98, O, carries 0.17; number 99, O, carries 0.06

| no. | E (eV) |
| --- | --- |
| 1 | -19097.6025 |
| 2 | -6311.3568 |
| 3 | -100672.4053 |